Here is a structure of composition C4H7NSi in a non-equilibrium geometry from the Open Molecules 2025 dataset. Energies are from ωB97M-V with the def2-TZVPD basis set.

Last column: Mulliken charge in e.
Geometry (Å):
1 C 1.371 1.405 0.232  -0.451
2 C 0.184 1.247 0.897  -0.481
3 C 1.276 -0.057 -0.141  0.139
4 C -0.084 -0.158 0.511  0.048
5 N 2.046 -0.890 -0.800  -0.731
6 Si -1.664 -0.671 -0.495  0.471
7 H 2.174 2.208 0.159  0.360
8 H -0.497 1.953 1.387  0.384
9 H 0.173 -0.707 1.360  0.346
10 H 1.500 -1.745 -1.142  0.253
11 H -2.756 -1.105 0.392  -0.113
12 H -1.480 -1.969 -1.028  -0.138
13 H -2.243 0.489 -1.333  -0.086

The molar mass is 97.19 u. As for the total charge: 0. Its energy above the lowest of the compared OMol25 structures with the same formula, charge and spin is 55.60 kJ/mol. The LUMO energy is 0.552 eV. The value obtained for the strongest force on any atom is 4.16 eV Å⁻¹. As for the HOMO energy: -9.53 eV.